[1]
{
  "formula": "C24H52F6N7O16S6",
  "method": "wB97M-V/def2-TZVPD",
  "fmax_ha_per_bohr": 0.223,
  "e_lumo_ev": -7.12,
  "total_charge": 1,
  "total_energy_ha": -5520.194249,
  "homo_ev": -11.41,
  "spin_multiplicity": 1,
  "species": ["C", "C", "O", "N", "H", "H", "C", "H", "H", "H", "H", "H", "H", "C", "C", "O", "N", "H", "H", "C", "H", "H", "H", "H", "H", "H", "C", "C", "C", "C", "C", "C", "N", "O", "C", "C", "C", "H", "H", "H", "H", "H", "H", "H", "H", "H", "H", "H", "H", "H", "H", "H", "H", "H", "H", "C", "C", "C", "C", "C", "C", "N", "O", "C", "C", "C", "H", "H", "H", "H", "H", "H", "H", "H", "H", "H", "H", "H", "H", "H", "H", "H", "H", "H", "N", "S", "O", "O", "F", "S", "O", "O", "F", "N", "S", "O", "O", "F", "S", "O", "O", "F", "N", "S", "O", "O", "F", "S", "O", "O", "F"],
  "positions_angstrom": [[-0.977, -0.842, 1.765], [0.121, -1.574, 1.083], [1.016, -0.989, 0.451], [0.225, -3.060, 1.364], [0.924, -3.136, 2.088], [-0.623, -3.426, 1.773], [0.815, -3.770, 0.171], [-1.948, -1.168, 1.390], [-0.784, 0.217, 1.592], [-0.835, -0.925, 2.842], [0.039, -3.878, -0.586], [0.962, -4.787, 0.536], [1.731, -3.274, -0.150], [6.563, 0.265, -2.134], [5.759, -0.232, -0.955], [5.899, 0.390, 0.082], [5.184, -1.669, -0.980], [4.995, -1.842, -1.957], [6.047, -2.157, -0.788], [4.253, -2.091, 0.125], [5.994, 0.490, -3.036], [7.423, -0.315, -2.471], [7.076, 1.177, -1.832], [4.074, -3.155, 0.278], [3.350, -1.532, -0.121], [4.737, -1.797, 1.056], [-2.187, -3.210, -3.880], [-2.747, -1.934, -3.121], [-2.935, -0.784, -4.207], [-4.029, 0.275, -3.798], [-4.596, 0.199, -2.461], [-5.047, -1.244, -1.990], [-4.032, -2.286, -2.371], [-4.164, -3.521, -1.777], [-6.396, -1.492, -2.667], [-5.264, -1.027, -0.415], [-1.704, -1.327, -2.054], [-1.403, -2.951, -4.591], [-2.959, -3.840, -4.322], [-1.572, -3.891, -3.291], [-3.210, -1.204, -5.175], [-2.019, -0.210, -4.346], [-4.876, 0.166, -4.475], [-3.614, 1.266, -3.984], [-5.363, 0.953, -2.287], [-3.784, 0.655, -1.895], [-7.185, -2.006, -2.116], [-6.306, -2.226, -3.468], [-6.922, -0.614, -3.042], [-5.509, -2.013, -0.021], [-6.114, -0.406, -0.132], [-4.385, -0.672, 0.122], [-0.758, -0.979, -2.468], [-1.192, -2.031, -1.398], [-2.207, -0.629, -1.385], [4.276, 3.651, -0.233], [2.989, 4.116, -0.922], [1.930, 2.985, -0.778], [1.325, 2.788, 0.583], [0.694, 3.988, 1.148], [1.557, 5.301, 1.078], [2.423, 5.386, -0.179], [3.106, 6.570, -0.406], [2.498, 5.415, 2.383], [0.458, 6.421, 0.806], [3.143, 4.450, -2.422], [4.859, 4.541, 0.003], [4.921, 2.974, -0.794], [4.083, 3.162, 0.722], [2.126, 1.979, -1.148], [1.145, 3.150, -1.516], [1.912, 2.204, 1.291], [0.448, 2.197, 0.318], [0.146, 3.705, 2.047], [-0.220, 4.155, 0.578], [3.056, 6.350, 2.433], [3.136, 4.536, 2.473], [1.943, 5.407, 3.321], [-0.246, 6.349, 1.635], [-0.126, 6.363, -0.113], [0.891, 7.419, 0.740], [3.411, 3.564, -2.998], [3.953, 5.164, -2.575], [2.234, 4.897, -2.826], [-1.755, -4.610, 1.981], [-1.840, -6.055, 2.304], [-1.894, -6.890, 1.143], [-2.560, -6.452, 3.546], [-0.309, -6.197, 2.780], [-3.445, -4.365, 2.019], [-4.169, -4.136, 3.273], [-4.167, -4.956, 0.934], [-3.246, -2.883, 1.550], [-2.565, 1.862, 2.220], [-2.960, 2.918, 3.189], [-4.388, 3.105, 3.402], [-2.085, 4.177, 3.345], [-2.398, 2.152, 4.535], [-3.215, 2.510, 0.789], [-2.976, 3.930, 0.489], [-4.495, 1.971, 0.398], [-2.183, 1.704, -0.181], [2.352, -3.094, 2.942], [3.401, -4.097, 3.424], [3.387, -4.667, 4.736], [4.696, -4.139, 2.704], [2.809, -5.362, 2.605], [3.084, -1.837, 3.987], [4.455, -1.428, 3.805], [2.592, -1.716, 5.393], [2.262, -0.575, 3.462]],
  "forces_ev_per_angstrom": [[0.749, 0.441, -0.375], [2.302, 1.753, -0.358], [-2.208, -2.367, 1.131], [1.347, 2.854, -2.751], [1.014, 0.037, 1.140], [-1.361, -1.070, -0.119], [-1.203, -1.125, 0.947], [-0.022, 0.085, 0.503], [-0.367, -0.103, -0.321], [-0.476, -0.581, 0.204], [0.197, 0.406, -0.164], [0.531, -0.015, -0.141], [-0.404, -0.121, 0.136], [-0.025, 0.307, -1.054], [2.515, 2.240, 2.721], [-1.816, -2.265, -1.889], [1.489, 0.611, 0.434], [-0.810, -0.572, -0.254], [0.687, -0.675, -0.119], [-0.723, 1.078, 0.074], [-0.263, -0.143, 0.034], [-0.313, -0.920, 0.253], [-0.532, 0.103, 0.296], [0.365, -0.156, -0.851], [-0.220, -0.222, 0.779], [-0.220, 0.437, 0.021], [0.431, 0.019, 1.106], [1.994, -0.296, -1.161], [-1.731, 0.302, 1.212], [-0.204, -0.406, -3.109], [1.614, -0.237, 1.674], [-0.692, 3.543, 1.019], [-0.289, -5.759, 4.657], [0.920, 7.829, -4.306], [-1.045, -1.784, -0.801], [0.461, -2.286, -0.120], [-0.379, -1.170, 0.640], [-0.628, 0.716, -0.498], [-0.073, 0.407, -0.204], [-0.535, 0.015, 0.912], [0.053, -0.205, 0.170], [0.269, -0.659, 0.265], [0.149, 0.000, -0.592], [-0.145, 0.031, 0.055], [-0.504, -0.575, -0.161], [-0.088, -0.732, 1.222], [0.488, 0.030, 1.032], [0.264, 0.347, -0.564], [0.714, 0.251, -0.047], [0.056, -0.115, 0.201], [0.113, 0.312, -0.858], [0.057, 0.115, -0.395], [-0.720, 0.866, -0.992], [-1.004, -0.991, 0.217], [0.305, 0.384, -0.339], [0.398, 1.350, 1.074], [-1.130, -1.518, -1.274], [-0.663, 0.403, -0.555], [-0.626, -1.328, -0.514], [-0.410, 0.970, -0.855], [-1.905, 0.338, 0.401], [5.686, 5.031, 0.323], [-4.836, -7.741, 1.225], [-0.388, 0.483, -0.766], [0.906, 0.748, 0.875], [0.579, 0.751, 0.577], [0.351, -0.074, -0.048], [-0.510, 0.120, -0.533], [-0.232, -0.018, -0.051], [1.688, 0.077, 0.011], [-0.531, 0.885, 0.220], [0.319, 0.094, -0.117], [0.098, -0.754, 0.466], [0.882, 0.861, 1.067], [0.127, 0.426, -0.640], [0.226, -0.146, -0.472], [0.182, 0.127, -0.396], [-0.832, -0.077, -0.449], [0.033, 0.098, 0.037], [0.258, -0.907, -0.108], [0.189, -0.002, 0.488], [-0.218, -0.151, 0.262], [-0.013, 0.079, 0.033], [-0.040, -0.174, 0.028], [-4.097, 4.170, -0.060], [2.495, -8.925, 4.334], [-0.358, 0.092, 0.285], [1.078, 1.275, -3.482], [0.014, 0.096, -0.257], [-2.910, 2.954, 1.726], [2.206, -1.026, -2.172], [0.833, -0.320, 0.309], [0.202, 1.513, -0.847], [-0.037, -1.011, -5.908], [0.729, 7.132, 8.926], [1.909, -0.328, -0.787], [-2.497, -3.783, -1.594], [-0.818, 0.048, -1.339], [-0.151, 0.386, -1.404], [0.054, -2.903, 0.881], [1.299, 0.233, 0.670], [-0.050, 0.233, 0.193], [1.300, 4.708, 2.330], [4.697, -9.652, -2.389], [-0.198, 2.024, 0.076], [-1.561, 2.042, 1.293], [-1.282, 0.330, -0.265], [-2.625, 4.708, 5.206], [-0.915, -1.381, -1.187], [1.204, -2.140, -3.648], [-0.190, -0.396, -1.715]],
  "lowdin_charge": [0.026, -0.357, 0.065, 0.077, 0.058, 0.061, 0.027, 0.078, 0.061, 0.128, 0.091, 0.104, 0.070, 0.012, -0.324, 0.164, 0.101, 0.175, 0.181, 0.025, 0.094, 0.105, 0.101, 0.103, 0.083, 0.098, -0.012, -0.331, -0.081, -0.184, -0.184, -0.367, 0.122, 0.195, -0.006, 0.021, 0.025, 0.091, 0.094, 0.077, 0.117, 0.116, 0.114, 0.126, 0.145, 0.087, 0.101, 0.092, 0.105, 0.083, 0.111, 0.068, 0.100, 0.056, 0.069, 0.005, -0.396, -0.143, -0.204, -0.148, -0.331, 0.136, 0.156, 0.043, 0.010, -0.015, 0.097, 0.087, 0.086, 0.128, 0.125, 0.128, 0.106, 0.132, 0.106, 0.088, 0.080, 0.104, 0.108, 0.096, 0.083, 0.096, 0.089, 0.097, -0.307, 0.432, -0.267, -0.267, -0.199, 0.581, -0.245, -0.259, -0.219, -0.292, 0.501, -0.274, -0.368, -0.221, 0.606, -0.286, -0.276, -0.241, -0.264, 0.429, -0.215, -0.323, -0.220, 0.625, -0.263, -0.269, -0.209]
}



[2]
{
  "formula": "C24H52N4O6P2SSe4V",
  "method": "wB97M-V/def2-TZVPD",
  "fmax_ha_per_bohr": 0.040,
  "e_lumo_ev": [0.29, 0.29],
  "total_energy_ha": -13246.897446,
  "homo_ev": [-6.07, -5.70],
  "spin_multiplicity": 2,
  "species": ["V", "O", "C", "C", "C", "O", "C", "Se", "C", "Se", "H", "H", "H", "H", "H", "H", "H", "H", "H", "H", "C", "N", "C", "P", "O", "O", "P", "O", "N", "C", "C", "N", "C", "C", "N", "C", "C", "H", "H", "H", "H", "H", "H", "H", "H", "H", "H", "H", "H", "H", "H", "H", "H", "H", "H", "H", "H", "H", "H", "H", "H", "C", "Se", "C", "C", "Se", "C", "H", "H", "H", "H", "H", "H", "H", "H", "H", "H", "C", "S", "O", "C", "C", "C", "C", "C", "C", "H", "H", "H", "H", "H", "H", "H", "H"],
  "positions_angstrom": [[0.728, -0.010, -0.194], [2.521, 1.044, 4.258], [3.322, 2.051, 3.717], [3.118, 2.296, 2.204], [3.909, 3.579, 1.864], [4.004, 3.874, 0.502], [1.625, 2.484, 1.948], [1.013, 2.395, 0.042], [3.710, 1.164, 1.369], [2.634, -0.509, 1.213], [2.657, 0.241, 3.730], [4.390, 1.831, 3.887], [3.077, 2.968, 4.264], [4.940, 3.461, 2.213], [3.447, 4.415, 2.410], [3.105, 3.884, 0.134], [1.304, 3.452, 2.341], [1.067, 1.688, 2.453], [4.683, 0.857, 1.765], [3.827, 1.536, 0.347], [-2.452, 3.622, 0.293], [-2.683, 2.503, 1.184], [-2.132, 2.724, 2.514], [-2.479, 0.921, 0.711], [-1.201, 0.240, 0.952], [-2.934, 0.942, -0.868], [-1.961, 0.576, -2.114], [-0.551, 0.582, -1.770], [-2.312, 1.713, -3.266], [-3.654, 2.157, -3.546], [-1.255, 2.436, -3.936], [-2.497, -0.957, -2.549], [-3.906, -1.279, -2.609], [-1.746, -1.477, -3.682], [-3.732, 0.139, 1.468], [-5.070, 0.672, 1.344], [-3.680, -1.303, 1.557], [-3.036, 4.475, 0.652], [-2.782, 3.358, -0.710], [-1.390, 3.901, 0.259], [-2.656, 3.566, 2.973], [-1.062, 2.952, 2.467], [-2.276, 1.826, 3.114], [-4.353, 1.614, -2.916], [-3.907, 1.980, -4.596], [-3.757, 3.228, -3.346], [-0.301, 1.984, -3.673], [-1.243, 3.489, -3.639], [-1.388, 2.377, -5.019], [-4.426, -0.789, -1.790], [-4.025, -2.360, -2.496], [-4.367, -0.981, -3.559], [-0.699, -1.193, -3.573], [-2.117, -1.087, -4.638], [-1.825, -2.565, -3.702], [-5.013, 1.753, 1.242], [-5.636, 0.421, 2.245], [-5.603, 0.259, 0.477], [-2.636, -1.612, 1.576], [-4.177, -1.783, 0.705], [-4.171, -1.627, 2.477], [-0.453, -3.894, -0.916], [-0.284, -2.355, 0.289], [0.839, -3.301, 1.639], [0.401, -2.992, 3.054], [0.219, -1.054, 3.419], [-0.967, -1.254, 4.982], [0.527, -4.190, -1.283], [-1.084, -3.569, -1.741], [-0.936, -4.719, -0.390], [1.880, -3.003, 1.465], [0.729, -4.372, 1.445], [1.128, -3.393, 3.767], [-0.589, -3.414, 3.248], [-1.963, -1.565, 4.667], [-1.012, -0.275, 5.459], [-0.539, -1.978, 5.674], [3.491, 0.735, -2.340], [2.138, -0.424, -1.918], [1.348, -0.536, -3.146], [3.106, -1.962, -1.917], [2.512, -3.038, -2.553], [3.112, -4.285, -2.523], [4.322, -4.448, -1.867], [4.924, -3.366, -1.246], [4.313, -2.122, -1.257], [3.809, 0.532, -3.357], [4.305, 0.613, -1.637], [3.063, 1.732, -2.260], [1.587, -2.872, -3.088], [2.637, -5.124, -3.012], [4.792, -5.421, -1.839], [5.874, -3.490, -0.747], [4.782, -1.293, -0.749]],
  "forces_ev_per_angstrom": [[-1.138, -0.359, 1.030], [-0.054, -0.384, 0.161], [0.421, 0.410, -0.380], [0.011, 0.016, 0.078], [-0.079, -0.210, 0.504], [-0.115, 0.236, -0.549], [-0.448, -0.155, -0.396], [0.641, 1.305, 0.394], [-0.210, -0.253, -0.266], [0.847, 0.229, 0.339], [-0.239, 0.000, 0.134], [-0.084, 0.116, -0.006], [0.033, -0.011, -0.003], [-0.033, 0.067, 0.103], [0.092, -0.024, 0.073], [0.064, -0.155, -0.061], [0.006, -0.039, 0.082], [0.126, 0.265, 0.016], [-0.085, 0.086, -0.075], [0.077, -0.150, 0.252], [0.066, 0.303, -0.255], [0.347, -0.968, -0.424], [0.083, 0.121, 0.322], [-1.539, 0.741, 0.206], [0.418, 0.021, -0.464], [0.487, -0.054, -0.103], [-1.991, -0.089, -0.480], [0.870, 0.028, 0.181], [0.384, -0.613, 0.696], [-0.207, -0.095, -0.049], [0.381, 0.069, -0.091], [0.254, 0.895, 0.291], [-0.197, 0.006, 0.200], [0.323, -0.067, -0.158], [0.671, 0.383, -0.341], [-0.180, 0.184, 0.087], [0.286, -0.266, 0.165], [-0.027, -0.054, -0.065], [-0.007, 0.150, -0.055], [-0.154, -0.101, -0.035], [-0.007, -0.076, 0.076], [-0.063, -0.047, -0.019], [0.008, 0.099, 0.167], [-0.199, 0.055, -0.018], [-0.049, 0.003, 0.023], [-0.020, -0.019, 0.050], [0.076, 0.098, -0.073], [-0.011, -0.006, 0.017], [-0.003, -0.002, 0.003], [-0.132, -0.039, 0.022], [-0.033, 0.028, -0.021], [0.006, 0.017, -0.016], [0.097, -0.129, -0.062], [-0.090, 0.004, -0.017], [0.002, 0.012, 0.008], [-0.148, -0.007, 0.055], [-0.041, 0.056, -0.062], [0.042, -0.028, 0.006], [-0.117, -0.141, 0.070], [-0.024, -0.020, -0.020], [-0.035, -0.046, -0.005], [0.215, 0.164, -0.005], [0.187, -0.987, 0.270], [0.102, 0.234, -0.286], [-0.195, 0.363, 0.205], [-0.149, -0.432, 0.634], [0.190, -0.106, -0.366], [-0.080, -0.062, -0.037], [0.043, -0.014, -0.023], [0.048, 0.144, 0.009], [-0.298, -0.175, 0.017], [0.019, 0.147, -0.083], [-0.153, -0.040, -0.102], [0.130, -0.045, 0.015], [0.003, -0.001, 0.069], [-0.003, -0.071, -0.014], [-0.052, 0.057, 0.025], [-0.556, -0.228, 0.439], [1.598, -0.333, -0.862], [-0.530, -0.022, -1.494], [-0.066, 0.095, 0.347], [-0.154, 0.231, -0.155], [0.090, -0.037, 0.005], [-0.035, -0.136, 0.010], [0.073, 0.015, 0.001], [0.117, 0.017, -0.052], [-0.048, -0.246, -0.078], [0.138, 0.111, 0.102], [-0.007, 0.046, 0.099], [-0.079, -0.023, -0.006], [-0.008, -0.044, -0.049], [0.054, -0.034, -0.004], [0.053, 0.000, 0.061], [-0.005, 0.018, 0.061]],
  "lowdin_spin": [0.966, -0.001, 0.000, 0.003, 0.001, 0.000, 0.003, 0.014, 0.012, -0.003, -0.001, 0.000, 0.000, 0.000, 0.000, 0.000, 0.000, 0.000, 0.000, 0.000, 0.002, 0.000, 0.000, 0.000, 0.000, 0.000, 0.002, 0.010, 0.000, 0.000, 0.000, 0.000, 0.000, 0.000, 0.000, 0.000, 0.000, 0.000, 0.000, 0.002, 0.000, 0.000, 0.000, 0.000, 0.000, 0.000, 0.000, 0.000, 0.000, 0.000, 0.000, 0.000, 0.000, 0.000, 0.000, 0.000, 0.000, 0.000, 0.000, 0.000, 0.000, -0.004, 0.002, 0.007, 0.000, 0.000, 0.000, 0.000, 0.000, 0.000, -0.001, 0.000, 0.000, 0.000, 0.000, 0.000, 0.000, -0.001, -0.009, -0.003, -0.002, -0.001, 0.000, -0.001, 0.000, -0.001, 0.000, 0.000, 0.000, 0.000, 0.000, 0.000, 0.000, 0.000]
}